{
  "formula": "C28H31CaN5O4S",
  "method": "ωB97M-V/def2-TZVPD",
  "total_charge": -2,
  "relative_energy_kcal_mol": 0.00,
  "lumo_energy_ev": 4.37,
  "homo_ev": -1.59,
  "e_tot_ha": -2736.2722,
  "gap_ev": 5.957,
  "symbols": ["Ca", "C", "C", "C", "C", "C", "C", "C", "C", "C", "C", "H", "H", "H", "H", "H", "H", "H", "H", "H", "H", "H", "H", "H", "H", "H", "C", "C", "N", "N", "C", "S", "N", "N", "H", "H", "H", "H", "H", "H", "O", "C", "O", "C", "O", "O", "N", "C", "C", "C", "C", "C", "C", "C", "C", "C", "C", "C", "C", "C", "H", "H", "H", "H", "H", "H", "H", "H", "H", "H"],
  "xyz": [[0.26426, 0.48152, 1.73913], [-1.54841, -0.80078, 3.57081], [-2.32916, -0.68757, 2.43466], [-2.47306, 0.66297, 2.09527], [-1.78413, 1.42588, 3.09172], [-1.20495, 0.47827, 3.97527], [-0.55734, 0.77205, 5.29469], [-1.63902, 2.91072, 3.23633], [-3.18060, 1.19680, 0.90204], [-2.79923, -1.81281, 1.57407], [-1.11609, -2.10248, 4.19447], [-1.36920, 1.08110, 5.95327], [0.21777, 1.52744, 5.31012], [-0.14690, -0.10943, 5.72204], [-2.10895, 3.44463, 2.40652], [-0.61795, 3.24536, 3.32081], [-2.13135, 3.27573, 4.16716], [-2.80477, 2.14493, 0.55687], [-4.27991, 1.36907, 1.14636], [-3.12727, 0.50837, 0.07748], [-2.80103, -1.60218, 0.49983], [-3.83404, -2.08498, 1.82459], [-2.20195, -2.68805, 1.71527], [-0.09183, -2.03059, 4.64117], [-1.09327, -2.90667, 3.46844], [-1.80450, -2.41212, 4.98170], [2.59844, -3.42115, -3.70947], [1.93537, -4.02297, -2.51551], [1.69672, -5.28506, -2.50710], [1.14896, -5.49746, -1.25778], [1.05667, -4.40055, -0.51354], [0.44314, -4.31443, 1.00585], [1.56577, -3.42625, -1.33336], [1.75092, -2.04651, -1.05483], [3.03127, -4.18259, -4.34948], [3.38891, -2.73171, -3.42874], [1.88366, -2.85378, -4.32506], [0.78846, -6.39237, -1.02715], [2.27925, -1.94178, -0.17557], [0.82949, -1.60522, -0.91957], [3.91704, 2.54860, 2.44261], [2.99869, 1.76276, 2.23992], [1.74931, 1.91624, 2.43297], [3.32165, 0.28201, 1.63603], [4.44110, -0.13807, 1.34492], [2.27321, -0.40726, 1.54290], [-0.53589, 0.17448, -0.55257], [-0.26925, 0.84917, -1.56535], [-0.92267, 0.72070, -2.93179], [-2.08585, -0.02488, -3.07567], [-2.84731, 0.03263, -4.23981], [-2.33356, 0.78696, -5.32137], [-1.10488, 1.42424, -5.24232], [-0.41057, 1.40315, -4.04560], [0.86548, 1.90559, -1.56143], [0.71402, 3.28464, -1.69975], [1.78256, 4.14444, -1.36686], [2.99018, 3.59946, -0.92220], [3.17478, 2.24028, -1.01359], [2.13192, 1.37744, -1.30721], [-2.39975, -0.54066, -2.20114], [-3.80759, -0.51479, -4.32046], [-2.90574, 0.80182, -6.23454], [-0.75311, 2.00126, -6.08374], [0.55399, 1.90575, -3.98693], [-0.22811, 3.73279, -2.02377], [1.60875, 5.22634, -1.35279], [3.81963, 4.18192, -0.52128], [4.12635, 1.85068, -0.70013], [2.30143, 0.30697, -1.15784]],
  "forces_ev_per_a": [[-0.87, -0.61, -0.33], [0.63, -1.11, 0.15], [-0.24, -0.23, -1.78], [0.50, 1.09, 0.71], [-0.02, -0.61, -0.12], [0.52, 1.11, 0.71], [-0.79, 0.56, -0.25], [-0.94, 0.18, 0.49], [-1.76, 0.13, 0.70], [-0.93, 0.13, -0.07], [0.63, 0.43, 0.46], [0.06, 0.29, 0.50], [0.14, 0.33, -0.24], [0.46, -0.89, 0.37], [0.05, -0.01, -0.02], [0.59, 0.03, -0.14], [0.07, -0.15, -0.39], [0.33, 0.44, -0.10], [0.95, -0.18, -0.38], [0.02, -0.29, -0.43], [0.21, 0.23, 0.13], [-0.05, -0.13, -0.01], [0.42, -0.67, 0.05], [-0.78, -0.08, -0.31], [0.07, -0.14, -0.20], [-0.05, -0.11, 0.25], [-0.33, 0.95, -0.08], [0.66, 0.18, -0.67], [-0.44, -0.71, 0.50], [0.43, -0.37, -1.19], [-0.26, 0.34, 0.24], [-0.22, 0.27, 0.73], [0.38, 0.96, -0.20], [-0.18, -0.70, 0.06], [-0.11, -0.33, 0.21], [0.00, 0.14, 0.18], [0.12, -0.06, 0.31], [-0.16, -0.38, 0.32], [-0.26, 0.01, -0.14], [0.23, -0.15, 0.02], [-0.19, 0.07, 0.05], [0.74, -0.86, -0.49], [0.21, 0.97, 0.32], [0.77, 0.43, 0.52], [0.27, 0.76, 0.01], [-1.11, -1.29, -0.47], [-0.03, -0.23, 0.01], [0.63, 0.68, -0.54], [0.29, 0.27, -0.30], [-0.39, 0.64, -0.46], [0.60, 0.11, -0.41], [-0.71, -0.87, 0.40], [-0.61, -0.08, 0.23], [0.26, -0.15, 0.18], [-0.20, -0.89, -0.02], [0.57, 0.54, 0.22], [-0.43, -0.22, 0.36], [-0.15, 0.66, -0.62], [0.23, -0.41, 0.41], [0.15, 0.30, 0.55], [-0.36, -0.50, 0.63], [0.71, 0.45, 0.00], [-0.09, 0.17, -0.27], [0.20, -0.03, -0.15], [-0.31, -0.02, 0.14], [0.10, -0.27, 0.19], [0.12, -0.37, -0.05], [-0.37, 0.17, -0.20], [0.24, -0.31, 0.08], [-0.26, 0.39, -0.33]]
}